[1]
{
  "formula": "C30H44Cl2N3O6Si3Y",
  "method": "ωB97M-V/def2-TZVPD",
  "total_energy_ha": -3612.8047,
  "charge": -2,
  "homo_energy_ev": -1.3,
  "gap_ev": 5.44,
  "species": ["Y", "O", "C", "C", "N", "C", "C", "O", "O", "C", "C", "O", "O", "H", "H", "H", "H", "H", "H", "H", "H", "H", "Cl", "C", "C", "C", "Cl", "C", "C", "C", "C", "N", "C", "C", "O", "H", "H", "H", "H", "C", "Si", "C", "C", "C", "C", "C", "C", "C", "C", "N", "Si", "C", "C", "C", "H", "H", "H", "H", "H", "H", "H", "H", "H", "H", "H", "H", "H", "H", "H", "H", "H", "H", "H", "H", "H", "H", "C", "Si", "C", "C", "H", "H", "H", "H", "H", "H", "H", "H", "H"],
  "xyz": [[0.153, 0.020, -0.309], [2.987, 2.907, 0.617], [2.125, 4.011, 0.547], [1.079, 4.040, 1.656], [0.098, 2.965, 1.549], [0.163, 2.006, 2.638], [1.373, 1.068, 2.539], [1.275, 0.290, 4.875], [1.549, 0.641, 1.233], [-1.266, 3.386, 1.317], [-2.214, 2.255, 0.845], [-3.414, 2.528, 0.847], [-1.682, 1.178, 0.419], [2.465, 2.070, 0.677], [1.627, 4.062, -0.431], [2.749, 4.909, 0.632], [0.578, 5.018, 1.662], [1.614, 3.952, 2.609], [-0.734, 1.396, 2.574], [0.147, 2.516, 3.621], [-1.290, 4.157, 0.542], [-1.734, 3.835, 2.210], [-2.104, -2.682, -4.287], [-1.972, -0.948, -4.236], [-2.449, -0.212, -5.326], [-2.370, 1.151, -5.349], [-2.990, 2.028, -6.734], [-1.793, 1.858, -4.267], [-1.666, 3.262, -4.186], [-1.090, 3.821, -3.081], [-0.621, 2.982, -2.056], [-0.719, 1.679, -2.103], [-1.305, 1.103, -3.179], [-1.389, -0.348, -3.115], [-0.939, -0.961, -2.095], [-2.888, -0.743, -6.160], [-2.031, 3.874, -5.001], [-0.978, 4.893, -2.986], [-0.141, 3.396, -1.177], [-1.900, -3.686, -0.521], [-2.083, -2.766, 1.111], [-2.528, -4.155, 2.340], [-3.596, -1.648, 1.044], [-0.507, -1.910, 1.529], [0.651, -2.651, 1.016], [1.327, -3.690, 1.691], [2.393, -4.326, 1.092], [2.808, -3.932, -0.179], [2.128, -2.891, -0.779], [1.097, -2.275, -0.203], [-0.328, -1.286, 3.239], [1.191, -0.128, 3.483], [-0.007, -2.558, 4.627], [-1.928, -0.444, 3.808], [-2.845, -4.188, -0.761], [-1.130, -4.461, -0.430], [-1.630, -3.037, -1.354], [-3.414, -4.703, 1.999], [-2.743, -3.765, 3.341], [-1.703, -4.870, 2.427], [-4.370, -2.153, 0.455], [-3.381, -0.682, 0.582], [-4.007, -1.462, 2.040], [0.976, -3.995, 2.667], [2.901, -5.133, 1.609], [3.642, -4.403, -0.682], [2.417, -2.512, -1.752], [2.069, -0.766, 3.329], [0.443, 0.725, 5.087], [2.266, 1.617, 2.888], [1.033, -2.896, 4.646], [-0.658, -3.433, 4.539], [-0.202, -2.077, 5.590], [-2.419, 0.124, 3.016], [-1.745, 0.230, 4.654], [-2.631, -1.205, 4.161], [2.106, -0.562, -3.931], [2.292, 0.485, -2.317], [2.482, 2.232, -3.114], [4.115, 0.146, -1.800], [2.979, -0.429, -4.584], [1.223, -0.227, -4.486], [1.969, -1.634, -3.758], [3.341, 2.249, -3.798], [2.652, 2.995, -2.346], [1.594, 2.516, -3.688], [4.802, 0.252, -2.651], [4.243, -0.858, -1.381], [4.412, 0.860, -1.025]]
}


[2]
{
  "formula": "C27H45CoP2",
  "method": "ωB97M-V/def2-TZVPD",
  "spin_multiplicity": 4,
  "total_energy_ha": -3121.1176,
  "charge": 1,
  "homo_energy_ev": [-10.0, -11.5],
  "gap_ev": [7.65, 8.10],
  "s2": 3.76,
  "species": ["Co", "C", "C", "C", "C", "C", "C", "C", "C", "C", "C", "C", "C", "C", "C", "C", "C", "C", "H", "H", "H", "H", "H", "H", "H", "H", "H", "H", "H", "H", "H", "H", "H", "H", "H", "H", "H", "H", "H", "H", "H", "H", "H", "H", "H", "H", "H", "C", "P", "C", "C", "C", "C", "C", "C", "C", "P", "C", "C", "H", "H", "H", "H", "H", "H", "H", "H", "H", "H", "H", "H", "H", "H", "H", "H"],
  "xyz": [[0.581, 0.098, -0.222], [1.657, -1.766, 0.309], [1.197, -1.871, -1.047], [1.904, -0.851, -1.792], [2.710, -0.146, -0.851], [2.604, -0.731, 0.431], [3.468, -0.419, 1.630], [3.670, 1.091, 1.777], [4.839, -1.075, 1.397], [2.862, -1.010, 2.904], [2.058, -0.526, -3.282], [2.627, 0.893, -3.458], [0.771, -0.599, -4.101], [3.099, -1.490, -3.879], [0.235, -2.997, -1.449], [0.825, -3.875, -2.560], [-0.016, -3.925, -0.251], [-1.137, -2.457, -1.866], [1.353, -2.414, 1.113], [3.366, 0.673, -1.095], [4.203, 1.502, 0.918], [4.265, 1.310, 2.666], [2.721, 1.621, 1.862], [5.317, -0.673, 0.502], [4.738, -2.154, 1.272], [5.498, -0.889, 2.248], [1.831, -0.684, 3.056], [3.446, -0.711, 3.775], [2.860, -2.101, 2.870], [2.064, 1.642, -2.898], [2.602, 1.164, -4.514], [3.668, 0.953, -3.141], [0.000, 0.051, -3.687], [0.368, -1.606, -4.165], [0.969, -0.267, -5.121], [4.044, -1.406, -3.340], [3.282, -1.237, -4.925], [2.780, -2.529, -3.833], [1.822, -4.226, -2.290], [0.894, -3.359, -3.513], [0.190, -4.749, -2.710], [0.904, -4.394, 0.101], [-0.699, -4.718, -0.556], [-0.481, -3.398, 0.585], [-1.082, -1.780, -2.713], [-1.604, -1.924, -1.031], [-1.799, -3.283, -2.139], [-0.535, 2.841, -2.462], [-1.097, 1.472, -1.400], [-2.444, 0.726, -2.377], [-2.042, 2.316, -0.080], [-3.057, 3.209, -0.434], [-3.833, 3.825, 0.530], [-3.609, 3.552, 1.873], [-2.604, 2.676, 2.238], [-1.807, 2.054, 1.274], [-0.471, 0.929, 1.795], [-1.347, -0.387, 2.700], [0.358, 1.874, 3.113], [-1.371, 3.487, -2.730], [-0.091, 2.442, -3.373], [0.215, 3.432, -1.937], [-3.165, 1.491, -2.666], [-2.953, -0.037, -1.791], [-2.048, 0.262, -3.278], [-3.251, 3.424, -1.477], [-4.614, 4.513, 0.237], [-4.216, 4.026, 2.633], [-2.442, 2.476, 3.289], [-1.965, 0.032, 3.494], [-0.624, -1.078, 3.136], [-1.984, -0.942, 2.011], [-0.347, 2.129, 3.903], [0.777, 2.791, 2.702], [1.165, 1.284, 3.543]]
}